No. 1
74
Properties=species:S:1:pos:R:3:forces:R:3:mulliken_charge:R:1 method="wB97M-V/def2-TZVPD" de_lowest_kcal_mol=0.0 spin_multiplicity=3 orbital_gap_ev="7.1956 / 7.8822" total_charge=+1 e_homo_ev="-11.6 / -11.6" e_lumo_ha="-0.1618 / -0.1366"
V 0.12134 0.02982 0.09669 -2.205 -2.765 -5.084 -0.557
C 1.56178 -0.18466 1.60518 -0.305 0.398 0.878 1.079
C 1.40561 1.19627 1.24880 -0.108 -0.166 0.958 0.269
C -0.64311 0.41047 2.02651 1.101 0.529 1.016 0.529
C 0.29596 -0.66669 2.09347 0.525 1.040 0.956 0.645
C 0.04724 1.56670 1.51553 0.121 -0.289 1.014 1.148
C 2.82188 -0.95740 1.49723 0.378 -0.383 0.085 -1.788
H 3.49561 -0.49882 0.77051 -0.014 -0.146 0.074 0.298
H 2.62753 -1.98974 1.19456 0.112 0.098 0.009 0.446
H 3.34152 -0.98905 2.46436 -0.093 0.024 -0.187 0.350
C -0.00578 -2.04196 2.55799 -0.129 -0.495 -0.177 -1.253
H 0.89954 -2.66039 2.51540 -0.311 0.091 0.174 0.350
H -0.76160 -2.50393 1.90455 0.139 0.032 0.250 0.179
H -0.39957 -2.01852 3.58527 0.184 -0.047 -0.292 0.365
C -2.07158 0.33936 2.41967 -0.381 -0.106 -0.178 -1.379
H -2.16453 0.32714 3.51475 -0.029 0.036 -0.271 0.364
H -2.53513 -0.57408 2.02809 0.003 0.090 0.156 0.256
H -2.61942 1.19754 2.01924 -0.020 -0.142 0.209 0.328
C -0.52241 2.92140 1.32085 -0.294 0.429 0.054 -1.593
H -0.52283 3.47811 2.26783 0.018 -0.104 -0.187 0.361
H -1.55671 2.87052 0.97106 0.104 0.108 0.006 0.379
H 0.06872 3.49066 0.60022 -0.147 0.010 0.063 0.278
C 2.46784 2.09166 0.72412 0.310 0.263 -0.121 -1.521
H 2.95541 2.64389 1.53935 -0.127 -0.133 -0.140 0.318
H 2.05025 2.83230 0.03535 0.167 -0.090 0.045 0.280
H 3.24427 1.51767 0.21038 -0.096 0.182 0.002 0.292
C 2.15203 -1.09250 -6.19321 0.601 -0.209 0.315 -0.013
C 3.34111 -0.61946 -5.78467 -0.259 -0.773 -0.397 -0.730
C 4.01969 0.62323 -6.28004 0.168 0.375 -0.004 -0.669
C 3.09196 1.77614 -6.75970 0.655 0.011 -0.340 -1.092
C 1.90222 2.08204 -5.90190 -0.670 0.043 0.235 0.155
C 0.68294 1.53307 -6.02967 0.438 0.768 -0.232 -0.605
C 0.30172 0.49909 -7.04895 -0.304 -0.445 -0.093 -0.925
C 1.37653 -0.57540 -7.36439 -0.464 0.240 -0.411 -0.972
H 4.72073 0.38585 -7.10102 -0.222 0.025 0.264 0.335
H 2.79151 1.56664 -7.79313 -0.016 0.239 0.299 0.330
H 4.65789 0.99789 -5.46348 -0.163 -0.064 -0.175 0.343
H 2.05378 -0.16878 -8.12471 -0.128 -0.329 0.212 0.359
H 1.71779 -1.98342 -5.71914 0.402 0.227 -0.095 0.435
H 3.95402 -1.21301 -5.08719 -0.530 0.269 -0.169 0.642
H 0.85346 -1.42952 -7.82864 0.251 0.331 0.093 0.416
H -0.61410 -0.00139 -6.69743 0.222 0.078 -0.071 0.321
H -0.16300 1.92005 -5.44217 0.472 -0.131 -0.150 0.662
H 0.01743 0.97730 -8.00430 0.067 -0.046 0.369 0.401
H 3.71558 2.68641 -6.79472 -0.220 -0.338 -0.108 0.423
H 2.06998 2.88785 -5.17512 -0.233 -0.359 -0.093 0.390
P 1.23428 -0.96439 -2.00092 -0.631 0.785 0.547 1.281
C 1.09493 -2.72058 -2.40181 0.025 -0.270 -0.041 -1.241
C 2.86082 -0.34448 -2.52149 0.202 -0.063 -0.214 -0.251
P -0.65747 1.34132 -2.02496 0.443 -0.895 -0.121 1.131
C -0.02784 -0.09276 -3.04296 0.121 0.283 -0.342 0.096
C 0.25174 2.81103 -2.61786 0.031 0.194 0.113 -1.089
C -2.39900 1.54407 -2.48823 -0.211 0.093 0.033 -1.265
H 0.13406 -3.07714 -2.00057 0.342 0.167 -0.160 0.280
H 1.90332 -3.26786 -1.90004 -0.157 0.067 -0.191 0.431
H 1.13531 -2.88844 -3.48671 0.076 0.034 0.292 0.281
H 2.91239 -0.36024 -3.61613 0.034 0.065 0.342 -0.745
H 3.65781 -0.98578 -2.11606 -0.259 0.153 -0.065 0.557
H 3.03659 0.68221 -2.17056 -0.185 -0.269 -0.037 0.304
H -2.49888 1.90169 -3.52313 0.062 -0.032 0.298 0.399
H -2.86845 2.25380 -1.79440 0.051 -0.078 -0.266 0.400
H -2.88728 0.56125 -2.38559 0.208 0.457 -0.038 0.351
H -0.88481 -0.77163 -3.21980 0.418 0.298 0.194 0.483
H 0.39284 0.25833 -3.99877 -0.103 -0.232 0.230 -0.928
H -0.24269 3.71590 -2.23861 0.093 -0.212 -0.102 0.490
H 0.29196 2.84987 -3.71359 -0.096 -0.012 0.351 0.305
H 1.27743 2.80563 -2.22890 -0.188 -0.058 -0.117 0.220
F -4.77078 -2.38949 -0.74536 1.089 -0.527 0.396 -0.249
C -3.56409 -2.90689 -0.39561 -0.712 -0.674 -0.046 0.758
F -3.53638 -3.01132 0.96328 0.043 0.208 -1.004 -0.237
F -3.48315 -4.17898 -0.89890 -0.116 1.133 0.449 -0.263
C -2.38918 -2.05351 -0.97091 0.116 0.430 -0.772 0.359
O -2.63509 -1.39392 -1.99971 0.434 -0.875 1.490 -0.766
O -1.28505 -2.18108 -0.33836 -0.102 1.457 0.019 -0.720


No. 2
74
Properties=species:S:1:pos:R:3:forces:R:3:mulliken_charge:R:1 method="wB97M-V/def2-TZVPD" de_lowest_kcal_mol=30.3 orbital_gap_ev=5.2190 total_charge=+1 e_homo_ev=-12.0 e_lumo_ha=-0.2490
C -0.86768 -1.72575 5.65257 -0.050 0.249 -0.138 -1.096
Si 0.42989 -1.91742 4.30478 -0.050 -0.419 -0.022 0.405
C 2.07807 -2.10270 5.19220 0.062 0.262 -0.159 -1.097
C 0.10334 -3.59978 3.50583 -0.023 -0.005 -0.039 -0.988
C 0.43275 -0.38548 3.11788 0.064 0.789 0.048 -0.862
Si 0.10358 -0.61301 1.28246 0.043 -0.973 0.340 -0.378
H 0.17467 0.67713 0.26189 -0.042 -1.219 1.254 0.089
C 1.36256 -1.91507 0.79547 0.436 -0.132 -0.254 -0.554
Si 2.37844 -1.41082 -0.68034 0.175 -0.433 0.225 -0.108
C 3.67497 -2.69238 -1.12873 0.019 0.126 -0.165 -1.098
C 1.17765 -1.24174 -2.12542 0.119 0.055 -0.207 -0.353
C 3.25562 0.19760 -0.23876 0.063 0.119 -0.203 -0.680
C -1.51930 -1.56987 1.24676 -0.609 0.132 -0.166 -0.587
Si -2.97672 -0.85774 0.31655 -0.225 0.023 -0.034 0.045
C -3.37668 -1.89065 -1.20457 -0.070 0.091 0.057 -1.066
C -4.49274 -0.60547 1.39422 0.022 -0.077 -0.090 -1.144
C -2.50614 0.85078 -0.29005 -0.141 0.351 -0.337 -0.346
H -1.88556 -1.65048 5.24609 0.173 0.003 0.126 0.331
H -0.82951 -2.60102 6.31634 -0.006 0.198 -0.166 0.299
H -0.66687 -0.83161 6.25817 -0.122 -0.171 -0.087 0.317
H 2.91275 -2.25287 4.49395 -0.121 0.039 0.174 0.327
H 2.29066 -1.21704 5.80578 0.051 -0.187 -0.111 0.311
H 2.03051 -2.97529 5.85905 -0.001 0.204 -0.167 0.304
H 0.85423 -3.88311 2.76088 -0.114 0.051 0.109 0.279
H 0.14960 -4.34826 4.31087 -0.003 0.180 -0.139 0.461
H -0.88645 -3.68552 3.04523 0.154 0.016 0.059 0.288
H -0.30426 0.33059 3.51567 0.165 -0.075 0.118 0.439
H 1.41883 0.09457 3.22608 -0.142 -0.021 0.125 0.374
H 2.01756 -2.09107 1.67150 -0.210 0.093 -0.420 0.281
H 0.82532 -2.86272 0.59006 0.307 0.481 0.077 0.502
H 4.23843 -2.34675 -2.00946 -0.064 -0.185 0.208 0.301
H 4.38798 -2.84956 -0.30774 -0.166 0.044 -0.183 0.325
H 3.21633 -3.65992 -1.37501 0.110 0.215 0.050 0.325
H 1.73665 -0.98780 -3.03533 -0.165 -0.135 0.045 0.403
H 0.65063 -2.19001 -2.30410 0.173 0.187 0.059 0.524
H 0.41924 -0.46711 -1.95976 0.020 -0.110 0.052 -0.383
H 3.84267 0.55257 -1.09641 0.019 -0.017 0.198 0.181
H 2.56531 1.00145 0.04486 0.084 -0.130 -0.009 0.138
H 3.94649 0.03519 0.60266 -0.166 0.017 -0.248 0.471
H -1.31006 -2.57989 0.85645 -0.056 0.360 0.153 0.486
H -1.82952 -1.69517 2.29866 0.146 0.053 -0.313 0.193
H -3.96151 -1.28884 -1.91597 0.085 -0.226 0.110 0.325
H -2.46511 -2.23526 -1.71269 -0.198 0.077 0.096 0.284
H -3.97289 -2.77085 -0.92846 0.148 0.153 -0.131 0.346
H -5.24840 -0.05415 0.81392 0.104 -0.168 0.222 0.319
H -4.92745 -1.56113 1.71367 0.035 0.225 -0.008 0.348
H -4.24834 -0.01342 2.28816 -0.083 -0.152 -0.195 0.341
H -3.36746 1.33889 -0.76640 0.071 -0.158 0.137 0.283
H -2.14905 1.51974 0.50426 -0.078 -0.137 -0.039 0.399
H -1.71824 0.79240 -1.04904 -0.179 -0.186 0.197 -0.352
F 3.41960 0.88445 -4.41488 -0.577 1.285 0.927 -0.340
C 3.02670 1.87928 -3.54997 0.380 -0.657 -0.595 0.011
C 3.95398 2.86262 -3.20804 -0.575 -0.271 0.278 -0.714
C 3.54658 3.76621 -2.23030 0.538 1.288 0.250 0.351
F 4.41869 4.77551 -1.87723 -1.150 -1.394 -0.407 -0.307
C 2.30553 3.72954 -1.60835 -0.555 -0.616 0.209 -0.500
C 1.34618 2.75637 -2.03565 1.599 -0.787 -0.223 1.077
C 0.04057 2.69311 -1.43536 -0.261 2.571 -1.216 -0.874
C -1.13971 2.86316 -2.23472 -0.862 -0.385 -0.329 0.625
C -2.23885 3.64153 -1.75266 0.206 -0.681 0.321 -0.603
C -3.45531 3.57313 -2.40273 -0.903 1.087 0.241 0.293
F -4.50168 4.31890 -1.91426 1.291 -0.911 -0.560 -0.314
C -3.69382 2.79780 -3.54170 0.754 -0.005 0.342 -0.547
C -2.58614 2.12066 -4.05155 0.267 -0.545 -0.980 0.163
F -2.75193 1.35411 -5.18379 0.257 1.098 1.467 -0.300
C -1.31225 2.21705 -3.49745 -0.292 -0.104 0.172 -0.515
C 1.73574 1.84800 -3.04751 -0.082 0.058 -0.098 -0.290
H 4.93672 2.90120 -3.66416 -0.086 0.009 0.119 0.502
H 2.02864 4.46125 -0.85103 0.304 -0.147 -0.128 0.549
H -0.04380 2.91116 -0.36685 -0.003 0.046 -0.270 0.611
H -2.10442 4.28125 -0.88450 -0.272 -0.266 0.010 0.524
H -4.66586 2.75685 -4.02220 0.115 -0.012 0.108 0.539
H -0.47421 1.75715 -4.00108 -0.405 -0.113 -0.033 0.793
H 1.04428 1.08550 -3.38871 0.549 -0.026 0.190 0.312


No. 3
77
Properties=species:S:1:pos:R:3:forces:R:3:mulliken_charge:R:1 method="wB97M-V/def2-TZVPD" orbital_gap_ev=2.6932 total_charge=-2 e_homo_ev=0.0 e_lumo_ha=0.0996
C 4.13145 -0.46030 2.55844 -0.220 -0.557 0.102 -0.581
C 4.36292 -1.45437 1.29834 0.003 0.332 0.656 -0.424
O 4.12581 -0.83708 0.01615 -1.141 -1.269 1.118 -0.316
C 2.83560 -1.30267 -0.51877 0.113 -1.262 -1.004 -0.199
C 2.60278 -0.85020 -2.04747 1.744 -1.299 0.990 -1.591
P 1.38386 0.61615 -2.28061 1.098 0.625 0.108 2.700
C 0.23229 -0.49436 -3.33670 -0.928 -1.690 -0.728 -1.869
C -0.54697 -1.63142 -2.49226 -0.517 -0.344 -1.565 1.720
C -1.35570 -2.53726 -3.57006 -0.616 0.891 0.313 -0.965
C -2.69964 -3.18366 -2.96093 0.117 -0.450 -1.348 -0.408
C -2.49934 -4.62547 -2.29177 0.462 0.044 -0.300 -0.736
C -1.99078 -4.61023 -0.76885 -0.894 -1.017 -0.571 -0.430
C -2.87081 -3.72681 0.23763 1.421 0.168 0.039 -0.243
O -1.98881 -3.36364 1.35857 -0.748 0.328 -1.085 -0.481
C -1.12196 -2.26231 0.99320 1.176 0.278 0.490 0.091
C 0.30967 2.19072 -2.56469 -1.230 1.318 -0.240 -1.530
C -1.21875 2.04553 -2.09890 -0.281 1.514 -1.033 0.755
C -1.68033 3.18904 -1.04092 -0.434 -1.629 0.249 -0.712
C -3.26392 2.94976 -0.72002 0.173 1.380 -1.220 -0.541
S -3.32391 1.52612 0.46466 -1.393 0.013 0.306 -0.051
C -5.03998 1.19574 1.01785 -1.968 0.363 -0.674 0.417
N -6.31276 1.38891 0.40678 4.267 -1.464 3.770 -0.269
N -7.20339 0.89026 1.33932 2.069 -1.549 4.051 -0.432
C -6.51574 0.41855 2.48045 -0.188 1.538 -3.879 -0.004
O -5.11290 0.58914 2.31225 -2.741 1.072 -2.573 -0.228
C 2.49207 1.68986 -1.10500 4.793 2.549 1.627 -0.010
O 2.02750 2.06751 0.04945 0.086 -0.832 -1.826 -0.603
O 3.76873 2.08036 -1.45980 -4.710 -1.585 0.586 -0.832
H 3.38858 0.37641 2.31418 1.199 -1.190 0.064 0.023
H 5.11240 -0.03990 2.97870 -1.379 -0.418 -0.788 0.323
H 3.65716 -1.09422 3.38934 0.661 0.935 -0.961 0.244
H 3.67224 -2.35759 1.48390 0.912 1.199 -0.547 0.279
H 5.43852 -1.85145 1.31095 -1.322 0.588 -0.022 0.235
H 2.92863 -2.46026 -0.53159 -0.260 1.432 0.126 0.362
H 1.95706 -1.07022 0.17573 1.173 0.229 -0.830 0.125
H 3.64032 -0.52466 -2.44199 -1.622 -0.297 0.657 0.467
H 2.32746 -1.79976 -2.63196 0.263 1.158 0.752 0.408
H 2.17506 1.00330 -3.45434 -0.096 -0.052 -0.090 -0.628
H 0.61342 0.24570 -1.09715 -0.275 -0.071 0.195 -0.689
H -0.55934 0.06942 -3.94142 0.867 -0.572 0.755 0.245
H 0.86740 -1.07296 -4.11456 -0.868 0.924 1.043 0.399
H 0.15342 -2.31645 -1.90707 -0.780 1.154 -0.591 -0.193
H -1.35227 -1.19869 -1.79740 1.374 -0.481 -0.831 -0.477
H -0.69096 -3.30488 -4.10012 -0.884 0.862 0.896 0.265
H -1.68994 -1.79870 -4.39396 0.456 -1.159 1.212 0.345
H -3.20422 -2.40742 -2.29809 0.669 -1.129 -0.672 0.174
H -3.40932 -3.33786 -3.86211 0.921 0.175 1.384 0.360
H -3.43760 -5.28098 -2.45457 1.268 1.114 0.573 0.328
H -1.67068 -5.15078 -2.90292 -1.262 0.740 0.868 0.278
H -0.87744 -4.36461 -0.77121 -1.649 0.116 0.229 0.231
H -2.06955 -5.70100 -0.39261 0.245 1.626 -0.469 0.308
H -3.24370 -2.73758 -0.18846 0.340 -1.398 0.177 0.103
H -3.75559 -4.33547 0.62504 1.264 0.855 -0.337 0.298
H -1.70192 -1.38890 0.53605 0.767 -1.119 0.665 -0.021
H -0.58610 -1.94332 1.96424 -1.043 -0.333 -1.522 0.226
H -0.27004 -2.56539 0.27487 -1.491 0.409 0.916 -0.108
H 0.36949 2.44493 -3.69366 -0.291 -0.449 1.601 0.324
H 0.78464 3.08457 -2.02290 -0.654 -1.315 -0.644 0.345
H -1.50025 0.99352 -1.75634 0.590 1.420 -0.102 -0.602
H -1.86674 2.25003 -3.03929 0.674 -0.415 1.362 0.205
H -1.55850 4.23791 -1.47339 -0.138 -1.461 0.557 0.381
H -1.07430 3.07954 -0.07283 -0.688 0.320 -1.414 0.173
H -3.73616 3.91053 -0.29119 0.589 -1.705 -0.422 0.392
H -3.73488 2.71590 -1.74776 0.432 0.147 1.861 0.320
H -6.88637 -0.07887 3.43235 0.535 0.873 -1.729 0.327
C 3.24109 4.53246 3.31671 -0.061 -0.116 0.135 -0.402
C 2.56184 3.38766 3.22022 -0.136 0.185 -0.391 -0.249
C 2.45885 2.45891 4.36337 -0.263 -0.398 -0.315 0.411
O 1.84154 1.41431 4.27699 0.157 0.319 0.324 -0.537
C 3.13675 2.84669 5.62032 0.216 0.182 0.297 -0.472
C 3.81485 3.99029 5.71669 -0.094 -0.271 0.191 -0.358
C 3.91717 4.92064 4.57095 0.056 0.251 -0.438 0.417
O 4.53678 5.96800 4.66168 -0.048 -0.127 0.205 -0.606
H 3.32739 5.22336 2.48769 0.022 -0.054 -0.015 0.454
H 2.05881 3.08641 2.30477 0.130 -0.153 -0.236 0.563
H 3.05079 2.15432 6.44896 -0.005 -0.033 -0.020 0.397
H 4.31720 4.28925 6.62886 0.020 0.033 -0.018 0.380